Density functional theory data (ωB97M-V with the def2-TZVPD basis set) for a 5-piece molecular cluster, C19H31Cl8N4OP overall in a non-equilibrium geometry.

Its multiplicity is 1. Its net charge is 0.

Each line ends with the Löwdin charge.
Geometry (Å):
C: 3.545 -6.844 -0.717  -0.1789
N: 2.776 -6.118 0.365  -0.1812
C: 3.377 -4.760 0.660  -0.2287
C: 2.750 -3.542 -0.300  -0.0611
C: 2.137 -3.897 -1.780  -0.0243
C: 1.504 -2.696 -2.741  -0.0579
C: 1.506 -1.181 -2.110  -0.2951
P: 0.768 0.276 -3.121  0.7851
C: 0.166 -0.262 -4.850  -0.3482
C: 2.251 1.531 -3.267  -0.4239
C: 2.113 -0.828 -0.598  -0.1353
N: 2.009 0.600 -0.145  0.0849
C: 2.548 0.808 1.242  -0.1513
C: 2.460 2.358 1.848  -0.0936
C: 0.891 2.809 1.708  -0.3212
O: 0.762 4.233 2.164  -0.1262
C: -0.165 1.893 2.577  -0.2161
N: -1.525 2.017 1.890  -0.0451
C: 3.214 -0.397 2.110  -0.0338
N: 3.348 -1.839 1.704  0.0498
C: 2.752 -1.997 0.334  -0.1128
H: 2.755 -7.468 -1.342  0.0962
H: 4.393 -7.537 -0.257  0.0912
H: 4.105 -6.026 -1.349  0.0772
H: 1.760 -6.020 0.152  0.0960
H: 4.554 -4.764 0.673  0.1317
H: 3.048 -4.481 1.772  0.1150
H: 2.103 -4.989 -2.227  0.0811
H: 1.052 -2.963 -3.789  0.0694
H: -0.965 0.090 -4.972  0.0459
H: 0.198 -1.413 -5.061  0.0290
H: 0.767 0.352 -5.667  0.0505
H: 3.244 1.112 -2.799  0.0495
H: 1.981 2.590 -2.789  0.0054
H: 2.475 1.754 -4.407  0.0345
H: 3.108 3.032 1.107  0.1362
H: 2.903 2.461 2.926  0.1252
H: 0.549 2.812 0.568  0.1483
H: -0.203 4.264 2.488  0.0994
H: 0.100 0.751 2.611  0.1074
H: -0.296 2.251 3.698  0.1356
H: -1.424 1.893 0.850  0.0662
H: -2.058 1.150 2.198  -0.0031
H: 3.630 -0.109 3.191  0.1154
C: -1.496 3.696 -3.692  -0.9773
Cl: 0.093 3.036 -4.100  0.5802
Cl: -2.504 2.482 -2.897  0.5021
H: -1.365 4.547 -3.018  -0.0284
H: -1.991 4.025 -4.609  0.0337
C: -3.247 4.808 0.242  -1.0355
Cl: -2.384 5.849 -0.896  0.5269
Cl: -4.994 5.048 0.125  0.5049
H: -3.015 3.764 0.016  -0.0043
H: -2.922 5.046 1.258  0.0255
C: -3.942 -1.621 2.161  -1.0205
Cl: -2.537 -1.224 3.158  0.5269
Cl: -3.864 -0.801 0.597  0.5104
H: -3.967 -2.701 1.995  0.0330
H: -4.849 -1.307 2.683  -0.0623
C: -6.846 0.899 4.626  -1.0114
Cl: -7.033 -0.521 3.588  0.5405
Cl: -5.995 2.197 3.780  0.5068
H: -7.836 1.256 4.921  0.0294
H: -6.275 0.618 5.513  0.0312

Forces on the atoms, in the same order (eV/Å):
0.040 0.202 -0.196
1.084 0.916 -0.631
-1.324 1.108 0.993
-1.070 0.701 -2.539
0.111 3.699 1.968
1.674 1.674 4.931
1.347 -3.790 -0.414
0.280 0.078 1.679
-0.218 0.151 -1.485
1.475 0.500 -0.694
0.021 -0.336 0.375
2.539 -4.008 4.187
0.121 -2.367 -1.674
-0.229 -0.712 -1.686
-0.252 0.295 0.454
-1.862 -2.084 0.266
0.009 -0.459 -0.473
0.282 -1.437 0.185
-0.687 -1.090 -1.833
-2.932 6.106 -3.323
-0.334 -0.958 -1.378
2.023 1.184 1.086
-1.993 1.283 -0.907
-1.108 -1.825 0.650
1.418 -0.025 0.061
-2.399 -0.132 -0.339
0.791 -0.410 -2.438
0.258 2.435 1.314
1.039 0.754 2.363
2.455 -0.777 0.525
0.134 2.259 0.335
-1.120 -1.549 1.585
-2.049 0.750 -0.864
0.716 -2.800 -0.737
-0.374 -0.532 2.183
-1.448 -1.418 1.698
-1.081 -0.402 -2.043
0.954 -0.440 2.359
2.146 0.147 -0.760
0.104 2.168 -0.100
0.539 -0.482 -2.362
0.204 0.007 1.387
0.606 1.629 -0.566
-0.996 -0.825 -2.673
-0.175 0.406 -0.227
-0.800 0.937 -0.449
-0.088 0.088 0.045
0.018 -0.370 -0.116
0.098 -0.209 0.228
0.098 -0.370 0.293
0.117 0.061 0.032
0.006 -0.066 0.067
-0.103 0.331 -0.017
-0.115 0.014 -0.326
-0.376 -0.255 0.003
0.026 -0.090 0.161
-0.075 -0.034 0.002
0.169 0.301 -0.013
0.416 0.031 -0.186
-0.034 0.207 0.385
-0.226 -0.068 0.103
-0.022 -0.019 0.094
0.240 -0.115 -0.219
-0.072 0.027 -0.328

=====

Density functional theory data (ωB97M-V with the def2-TZVPD basis set) for a 2-piece molecular cluster, C11H14O2 overall in a non-equilibrium geometry.

Its multiplicity is 1. Its net charge is 0.

Each line ends with the Löwdin charge.
Geometry (Å):
C: 0.186 3.460 2.333  -0.0732
C: -0.870 1.529 1.462  -0.3106
C: -1.605 0.324 1.933  -0.0213
C: -1.614 -0.752 1.150  -0.0804
C: -0.781 -0.941 0.036  -0.2677
C: -1.029 -2.047 -0.880  -0.1294
C: 0.252 -2.466 -1.759  -0.2175
C: 0.784 -1.253 -2.422  -0.1758
C: 1.259 -0.227 -1.290  -0.4210
C: 0.151 0.046 -0.213  -0.0737
C: 0.084 1.406 0.467  0.0519
H: -0.049 4.191 3.054  0.0496
H: 0.664 4.012 1.223  0.1647
H: 1.122 2.959 2.696  0.0925
H: -2.059 0.497 2.908  0.1167
H: -2.134 -1.622 1.847  0.1713
H: -1.520 -2.871 -0.319  0.1147
H: -1.725 -1.503 -1.749  0.1759
H: 1.034 -2.688 -1.068  0.0677
H: 0.008 -3.363 -2.365  0.1179
H: 1.682 -1.525 -3.137  0.1504
H: -0.083 -0.490 -2.822  0.1612
H: 1.237 0.734 -1.863  0.1315
H: 2.623 -1.755 -0.653  0.2905
H: 0.780 2.184 0.009  0.1217
O: -0.980 2.576 2.273  -0.0930
O: 2.585 -0.413 -0.850  -0.1145

Forces on the atoms, in the same order (eV/Å):
1.892 -0.141 -2.972
0.900 -2.600 0.109
1.353 4.410 -0.741
-1.666 -3.415 3.520
0.599 1.527 0.604
-0.179 -0.122 -3.416
-2.402 -0.172 1.189
-0.188 2.940 -0.617
-1.032 1.326 -1.663
0.550 1.344 0.281
0.421 -2.635 -2.036
-0.487 1.098 0.462
-2.229 -1.588 3.197
-1.055 -0.260 -0.297
-0.234 -0.571 -0.355
1.060 1.445 -2.879
0.140 0.349 -0.897
1.012 -1.940 2.211
0.639 -1.099 0.815
0.313 0.726 0.155
-1.967 1.085 1.127
1.868 -2.513 -0.199
0.759 -0.422 0.445
0.005 5.875 -0.644
-1.146 -1.049 1.200
1.488 2.460 0.273
-0.416 -6.056 1.129

=====

Density functional theory data (ωB97M-V with the def2-TZVPD basis set) for a 2-piece molecular cluster, C15H18O overall in a non-equilibrium geometry.

Its multiplicity is 1. Its net charge is 0.

Each line ends with the Löwdin charge.
Geometry (Å):
C: -1.426 -1.777 -1.700  -0.2159
C: -2.865 -2.278 -1.520  -0.0918
C: -1.304 -0.281 -1.624  -0.2477
C: -1.552 0.498 -2.767  -0.0278
C: -0.821 0.331 -0.477  -0.0229
C: -1.431 1.872 -2.700  -0.0147
C: -0.824 1.728 -0.384  -0.0016
C: -1.141 2.491 -1.492  -0.3246
O: -0.963 3.859 -1.495  0.0246
H: -0.774 -2.296 -0.998  0.0916
H: -0.974 -2.150 -2.628  0.1081
H: -3.234 -2.897 -2.347  0.0668
H: -1.647 -0.115 -3.658  0.1168
H: -0.345 -0.168 0.354  0.0767
H: -1.700 2.478 -3.543  0.1111
H: -0.485 2.150 0.542  0.1119
H: -1.570 4.354 -0.944  0.1013
H: -3.568 -1.464 -1.353  0.0744
H: -2.948 -3.025 -0.724  0.0644
C: 0.879 -2.114 1.842  -0.0569
C: 2.328 -0.338 0.801  -0.0599
C: 1.493 -0.737 1.849  -0.3100
C: 3.098 0.820 0.921  -0.0746
C: 2.963 1.569 2.066  -0.1050
C: 1.506 -0.024 3.050  -0.0569
C: 2.312 1.100 3.208  -0.0750
H: 2.240 -0.941 -0.097  0.1133
H: 3.748 1.057 0.104  0.0992
H: 0.950 -2.590 2.816  0.0767
H: 1.440 -2.732 1.140  0.0794
H: 3.399 2.541 2.129  0.0921
H: 0.877 -0.337 3.877  0.1102
H: 2.508 1.518 4.186  0.1021
H: -0.169 -2.106 1.565  0.0646

Forces on the atoms, in the same order (eV/Å):
0.480 -0.674 -0.379
-0.298 -1.043 -0.196
0.891 -0.318 -0.034
0.618 -0.886 1.050
-0.468 1.136 -0.072
-0.811 -0.158 -0.096
0.235 -0.728 -0.271
0.197 0.063 0.216
0.182 0.324 -0.430
-0.038 0.405 0.578
-0.476 0.278 -0.299
0.146 0.560 -0.355
-0.521 0.660 -0.349
-0.529 -0.501 -0.028
0.272 0.304 -0.373
0.150 0.488 0.156
-0.213 -0.298 0.282
-0.007 -0.062 0.082
0.091 0.508 0.439
-0.062 0.138 -0.382
-0.655 -0.043 0.567
0.812 -0.354 0.725
-1.259 -0.965 -0.447
0.746 0.357 0.848
0.165 0.336 0.251
-0.494 -0.667 -1.004
0.629 0.127 -0.093
0.148 0.630 -0.234
0.042 0.059 0.151
-0.228 -0.124 -0.064
0.759 0.371 0.025
0.220 -0.292 0.022
-0.465 0.450 -0.119
-0.260 -0.077 -0.166

=====

Density functional theory data (ωB97M-V with the def2-TZVPD basis set) for the molecule C2H3N3 in a non-equilibrium geometry.

Its multiplicity is 1. Its net charge is 0.

Each line ends with the Löwdin charge.
Geometry (Å):
N: -0.023 0.995 0.035  0.0906
N: -1.375 0.628 1.014  0.1145
N: -1.201 -0.561 0.876  -0.0002
C: -0.066 -0.695 0.038  -0.4334
C: 0.610 -1.655 -0.479  0.0230
H: -0.215 1.377 -0.891  0.1096
H: 0.789 1.392 0.509  0.1097
H: 1.481 -1.481 -1.103  -0.0138

Forces on the atoms, in the same order (eV/Å):
-0.682 -1.011 0.437
1.120 0.223 -0.794
-0.101 -0.057 -0.002
-0.001 0.268 0.102
-0.043 -0.064 0.078
0.036 0.332 0.321
-0.260 0.244 -0.157
-0.070 0.065 0.015

=====

Density functional theory data (ωB97M-V with the def2-TZVPD basis set) for C33H48N4P2Tl as an isolated structure in a non-equilibrium geometry.

Its multiplicity is 1. Its net charge is -1.

Each line ends with the Löwdin charge.
Geometry (Å):
Tl: 10.901 13.810 7.175  0.7182
C: 11.630 16.042 9.197  -0.2332
C: 10.248 15.990 9.197  -0.2432
C: 9.803 14.696 9.521  -0.2715
C: 10.980 13.844 9.729  -0.2990
C: 12.113 14.750 9.526  -0.2669
H: 12.237 16.886 8.963  0.0705
H: 9.611 16.847 9.051  0.0805
H: 8.767 14.335 9.699  0.0699
H: 11.064 12.865 10.125  0.0619
H: 13.165 14.429 9.874  0.0773
C: 8.934 11.562 4.628  -0.1434
C: 7.934 11.539 5.763  -0.5415
C: 6.892 10.425 5.589  -0.1019
P: 8.812 11.614 7.441  1.0108
C: 7.446 11.402 8.628  -0.5869
C: 7.981 11.330 10.084  -0.0990
C: 6.505 12.568 8.471  -0.1505
C: 9.728 9.996 7.394  -0.2736
C: 9.076 8.786 7.667  -0.0940
C: 9.741 7.561 7.796  -0.3146
C: 8.976 6.267 8.125  -0.0702
C: 11.103 7.562 7.626  -0.0766
C: 11.822 8.719 7.266  -0.0090
C: 11.155 9.983 7.107  -0.2993
N: 11.785 11.168 6.818  -0.0414
C: 13.144 11.079 6.662  -0.3056
C: 14.016 10.972 7.764  -0.2214
C: 13.489 11.204 9.123  -0.0270
C: 15.348 10.639 7.555  -0.0387
C: 15.947 10.621 6.307  -0.3029
C: 17.449 10.397 6.131  -0.0619
C: 15.080 10.774 5.231  -0.0381
C: 13.692 10.953 5.372  -0.1926
C: 12.755 11.081 4.176  -0.0427
H: 8.481 11.630 3.622  0.0826
H: 9.563 10.693 4.637  0.0642
H: 9.562 12.418 4.684  0.0165
H: 7.392 12.529 5.753  0.1027
H: 7.302 9.462 5.834  0.0561
H: 6.545 10.508 4.564  0.0739
H: 6.117 10.637 6.286  0.0430
H: 6.892 10.503 8.375  0.0828
H: 8.553 12.208 10.400  0.0567
H: 8.558 10.416 10.212  0.0651
H: 7.144 11.163 10.796  0.0787
H: 7.029 13.519 8.529  0.0569
H: 5.650 12.542 9.167  0.0818
H: 6.014 12.652 7.454  0.0764
H: 7.996 8.700 7.796  0.0936
H: 8.688 5.780 7.204  0.0602
H: 8.128 6.460 8.772  0.0571
H: 9.612 5.588 8.732  0.0720
H: 11.600 6.617 7.796  0.0977
H: 12.852 8.540 7.164  0.0840
H: 14.093 10.768 9.883  0.0716
H: 12.524 10.729 9.127  0.0684
H: 13.306 12.246 9.346  0.0540
H: 15.894 10.475 8.476  0.1118
H: 18.051 11.091 6.726  0.0554
H: 17.705 10.503 5.061  0.0717
H: 17.771 9.385 6.454  0.0758
H: 15.493 10.538 4.252  0.1047
H: 13.360 11.289 3.289  0.0662
H: 12.061 11.906 4.359  0.0569
H: 12.188 10.155 4.008  0.0799
C: 16.920 14.618 5.549  -0.2223
N: 15.794 15.458 5.797  -0.1841
C: 16.226 16.825 5.998  -0.1945
N: 17.131 16.928 7.138  -0.1712
C: 18.264 16.059 6.825  -0.2018
N: 17.939 14.627 6.608  -0.1426
C: 17.388 14.002 7.833  -0.3297
P: 15.863 14.906 8.430  0.9954
C: 14.912 14.950 6.809  -0.3020
C: 16.520 16.564 8.387  -0.4003
H: 17.371 14.891 4.595  0.1192
H: 16.576 13.579 5.355  0.1288
H: 15.401 17.498 6.104  0.1143
H: 16.762 17.135 5.038  0.1400
H: 18.909 16.123 7.685  0.1080
H: 18.746 16.457 5.903  0.1281
H: 18.137 14.036 8.702  0.0990
H: 17.167 12.960 7.637  0.0432
H: 14.018 15.500 6.999  0.0548
H: 14.637 13.938 6.455  0.0935
H: 17.215 16.710 9.192  0.0732
H: 15.737 17.298 8.611  0.0901

Forces on the atoms, in the same order (eV/Å):
0.247 -0.098 -0.744
0.878 -1.400 0.384
-1.107 -0.072 0.193
0.388 -1.526 0.775
0.031 3.600 -0.456
0.726 -1.456 1.311
0.284 0.479 -0.044
-0.182 0.022 -0.225
0.856 0.567 -0.358
-0.186 -0.774 0.191
-1.681 0.816 -1.106
-0.390 -0.016 -0.533
-0.622 1.016 0.404
0.956 1.157 0.051
1.109 -0.895 -1.276
-0.064 -0.112 0.652
-0.815 -0.863 -0.002
-1.413 0.877 -1.346
-0.202 -0.406 0.120
0.174 -0.194 -0.007
-1.004 -0.218 0.334
1.270 0.624 0.533
0.462 0.905 -0.317
-2.086 -0.877 0.383
0.159 0.964 0.511
-1.608 -0.680 0.381
1.020 -0.570 -0.481
0.491 0.171 -0.946
-0.880 -0.304 -0.228
-0.073 0.806 0.872
0.098 -0.380 0.040
-0.375 -0.563 -0.247
-0.145 -0.499 -0.477
0.272 0.343 0.068
0.743 -0.157 0.294
-0.272 -0.192 0.426
0.417 -0.571 0.067
0.740 0.738 0.238
0.325 -0.818 -0.146
0.218 -0.522 -0.287
-0.323 -0.427 -0.094
-1.076 -0.080 0.377
-0.035 -0.379 0.246
-0.049 -0.151 -0.213
0.499 0.152 -0.123
0.186 0.477 -0.411
0.078 0.164 0.481
0.512 0.040 0.068
0.545 -0.503 0.858
0.105 0.544 0.134
-0.323 -0.381 -0.098
-0.453 0.134 -0.180
-0.174 0.240 -0.581
0.465 -0.035 -0.120
1.295 0.530 -0.284
0.649 -0.298 0.662
-0.584 -0.204 0.500
0.157 0.356 -0.066
0.541 0.027 -0.051
-0.125 0.116 -0.186
0.054 0.029 0.488
-0.312 0.414 -0.193
-0.109 0.496 -0.181
-0.179 -0.021 -0.063
-0.004 -0.216 -0.110
0.002 0.252 0.090
0.148 -1.557 -0.471
-0.872 1.208 -1.432
0.903 -0.249 -0.968
0.972 0.604 -1.552
0.028 -0.234 -0.009
0.056 0.509 -0.119
0.646 1.151 0.756
-1.261 -2.375 1.016
1.319 -1.414 0.679
-0.538 1.200 -0.203
0.309 0.448 0.050
0.062 0.408 0.484
-0.743 0.263 0.266
-0.370 -0.248 1.302
0.721 -0.037 0.161
-0.163 -0.351 0.662
-0.750 0.000 -1.304
-0.167 -0.176 -0.028
-0.696 0.692 -0.315
-0.143 0.214 0.677
0.655 -0.088 0.459
-0.219 -0.169 -0.067

=====

Density functional theory data (ωB97M-V with the def2-TZVPD basis set) for the molecule C3H7NO.

Its multiplicity is 1. Its net charge is 0.

Each line ends with the Löwdin charge.
Geometry (Å):
C: 1.446 -1.267 -0.785  -0.0604
N: 0.352 -0.577 0.168  -0.0494
C: -0.148 0.697 -0.118  -0.5170
O: 0.520 1.509 -0.719  0.0838
C: -1.558 0.940 0.372  0.0023
H: 1.428 -0.601 0.504  0.1334
H: 2.034 -0.463 -1.214  0.0066
H: 1.973 -2.012 -0.187  0.0020
H: -0.290 -1.256 0.550  0.1415
H: -2.257 0.762 -0.452  0.0925
H: -1.665 1.982 0.678  0.0876
H: -1.837 0.287 1.203  0.0770

Forces on the atoms, in the same order (eV/Å):
0.074 -0.029 -0.259
-0.028 -0.118 0.077
0.054 0.270 -0.055
-0.257 -0.364 0.201
-0.058 0.036 0.037
0.014 0.055 0.017
-0.007 -0.014 0.081
-0.053 0.091 0.060
-0.002 0.119 -0.043
0.112 0.001 0.052
0.082 -0.124 -0.066
0.069 0.077 -0.101

=====

Density functional theory data (ωB97M-V with the def2-TZVPD basis set) for the molecule C5H8O.

Its multiplicity is 1. Its net charge is 0.

Each line ends with the Löwdin charge.
Geometry (Å):
C: 0.504 -0.615 1.494  -0.0700
C: 0.335 0.298 0.273  -0.3724
C: 0.781 -0.429 -1.013  -0.2552
O: 0.422 0.236 -2.199  -0.0594
C: -1.050 0.763 0.119  -0.1196
C: -2.172 1.156 -0.086  0.1283
H: -0.161 -1.483 1.427  0.0848
H: 0.284 -0.089 2.428  0.0817
H: 1.536 -0.979 1.548  0.0807
H: 0.966 1.187 0.391  0.1461
H: 1.873 -0.495 -1.012  0.1263
H: 0.384 -1.456 -0.981  0.1247
H: -0.538 0.375 -2.174  0.0748
H: -3.164 1.531 -0.217  0.0293

Forces on the atoms, in the same order (eV/Å):
0.050 -0.055 0.061
-0.021 0.070 -0.001
0.129 -0.217 0.229
-0.198 0.031 0.006
-0.566 0.205 -0.123
0.479 -0.170 0.179
0.100 0.162 -0.020
0.004 -0.039 -0.193
-0.121 0.045 -0.020
-0.089 -0.067 -0.005
-0.148 -0.028 0.007
-0.009 0.142 -0.090
0.210 0.029 -0.030
0.181 -0.108 0.000

=====

| no. | gap between HOMO and LUMO (eV) | electronic energy (Eh) |
| --- | --- | --- |
| 1 | 6.16 | -5059.1883 |
| 2 | 8.52 | -577.8244 |
| 3 | 9.45 | -657.5778 |
| 4 | 8.31 | -242.0540 |
| 5 | 6.23 | -2360.4566 |
| 6 | 7.96 | -248.3532 |
| 7 | 11.07 | -270.4821 |